Record 1
Density functional theory data (ωB97M-V with the def2-TZVPD basis set) for C16H8CdCl3F5N3S2Se as an isolated structure.

The geometry in ORCA input format:
```
! RIJCOSX wB97M-V def2-TZVPD def2/J DEFGRID3
* xyz 1 1
Cd 0.126 0.824 -0.082
Se 2.509 0.411 -0.727
Cl 0.870 -3.694 -2.621
Cl -1.076 -2.442 -4.384
Cl -1.959 -4.309 -2.337
S -3.145 1.619 3.339
S -1.058 5.239 -1.488
F 1.266 -0.799 1.888
F 2.733 -5.224 1.460
F 1.380 -3.297 2.826
F 3.835 -2.114 -1.858
F 3.951 -4.608 -0.884
N -0.992 -1.079 -1.091
N -1.493 1.329 1.449
N -0.713 2.858 -0.731
C 3.307 -3.666 -0.205
C -2.909 2.934 2.274
C -1.826 4.742 -0.047
C -1.997 2.613 1.327
C 1.959 -1.718 1.176
C 3.239 -2.371 -0.693
C -1.692 -0.725 2.828
C 2.000 -3.003 1.684
C -2.017 0.681 2.459
C 2.684 -3.985 0.989
C -1.536 3.443 0.207
C -0.908 -1.960 -1.817
C 0.519 3.334 -2.824
C -0.373 3.688 -1.684
C 2.564 -1.363 -0.019
C -0.780 -3.080 -2.765
H 1.492 3.007 -2.456
H -1.068 -0.755 3.723
H -2.435 5.421 0.526
H -3.456 3.854 2.394
H -2.599 -1.293 3.031
H 0.082 2.514 -3.396
H -1.152 -1.205 2.017
H 0.667 4.181 -3.489
*
```

Output
molecular weight = 699.12 g/mol
Kohn-Sham gap = 0.2959 Ha

Results of the natural (NBO) charge analysis, in e, for atoms 1 through 2: 1.4917 -0.3453



Record 2
Density functional theory data (ωB97M-V with the def2-TZVPD basis set) for one molecule with the formula C3H7N3O.

The geometry in ORCA input format:
```
! RIJCOSX wB97M-V def2-TZVPD def2/J DEFGRID3
* xyz 0 1
O 0.846 -2.195 1.296
N -0.383 0.132 1.753
N 1.328 -1.584 -0.862
N -0.085 0.538 -0.632
C 0.030 -0.086 0.473
C -0.854 1.712 -0.928
C 0.790 -1.412 0.359
H -0.252 2.364 -1.576
H -1.711 1.386 -1.534
H 1.090 -0.875 -1.547
H -1.033 0.849 2.027
H 1.687 -2.482 -1.131
H -0.236 -0.651 2.379
H -1.218 2.304 -0.076
*
```

Output
molecular weight = 101.11 g/mol
energy above the lowest of the compared OMol25 structures with the same formula, charge and spin = 5.9 kcal per mole
Kohn-Sham gap = 0.3700 Ha

Results of the natural (NBO) charge analysis, in e, for atoms 1 through 2: -0.6282 -0.8185



Record 3
Density functional theory data (ωB97M-V with the def2-TZVPD basis set) for a 2-piece molecular cluster, CH4FN2O overall in a non-equilibrium geometry.

The geometry in ORCA input format:
```
! RIJCOSX wB97M-V def2-TZVPD def2/J DEFGRID3
* xyz -1 1
F 0.782 0.901 -1.504
O 0.516 -2.540 -0.917
N -0.131 -1.412 -0.557
N -0.063 0.597 0.671
C 0.562 -0.354 -0.143
H -0.009 1.567 0.447
H -1.088 0.454 0.471
H -0.866 -1.156 -1.253
H 1.696 -0.665 -0.120
*
```

Output
molecular weight = 79.05 g/mol
energy above the lowest of the compared OMol25 structures with the same formula, charge and spin = 37.2 kcal per mole
Kohn-Sham gap = 0.2575 Ha

Results of the natural (NBO) charge analysis, in e, for atoms 1 through 2: -0.7483 -0.7872



Record 4
Density functional theory data (ωB97M-V with the def2-TZVPD basis set) for a 2-piece molecular cluster, C4H11N3O overall in a non-equilibrium geometry.

The geometry in ORCA input format:
```
! RIJCOSX wB97M-V def2-TZVPD def2/J DEFGRID3
* xyz 0 1
O -0.663 0.972 0.055
N 1.380 -0.640 -0.081
N 1.082 -1.021 1.257
N -3.028 0.804 -0.625
C 1.396 0.767 -0.310
C -1.933 0.217 -0.520
C 1.843 1.688 0.587
C -1.747 -1.211 -0.927
H -2.524 -1.494 -1.633
H 2.106 2.679 0.263
H 0.761 -1.983 1.251
H -1.813 -1.848 -0.044
H 1.777 1.518 1.649
H 2.207 -1.085 -0.474
H -0.439 0.209 0.632
H -0.759 -1.346 -1.365
H 1.881 -0.925 1.886
H -3.058 1.741 -0.231
H 1.531 0.959 -1.370
*
```

Output
molecular weight = 117.15 g/mol
energy above the lowest of the compared OMol25 structures with the same formula, charge and spin = 105.4 kcal per mole
Kohn-Sham gap = 0.3216 Ha

Results of the natural (NBO) charge analysis, in e, for atoms 1 through 2: -0.7411 -0.5118



Record 5
Density functional theory data (ωB97M-V with the def2-TZVPD basis set) for a 2-piece molecular cluster, C3H6N2O overall in a non-equilibrium geometry.

The geometry in ORCA input format:
```
! RIJCOSX wB97M-V def2-TZVPD def2/J DEFGRID3
* xyz 0 1
O 0.203 -2.187 1.698
N -1.170 0.766 -0.490
N 0.907 0.030 -1.002
C -0.326 0.114 -1.474
C 0.886 0.773 0.185
C -0.327 1.267 0.524
H -0.652 1.709 1.395
H 0.809 -2.488 1.101
H -2.219 0.733 -0.407
H 1.820 0.678 0.633
H -0.647 -0.179 -2.492
H -0.290 -1.449 1.230
*
```

Output
molecular weight = 86.09 g/mol
energy above the lowest of the compared OMol25 structures with the same formula, charge and spin = 38.6 kcal per mole
Kohn-Sham gap = 0.3673 Ha

Results of the natural (NBO) charge analysis, in e, for atoms 1 through 2: -0.9360 -0.5695



Record 6
Density functional theory data (ωB97M-V with the def2-TZVPD basis set) for C5H6AgB3NO3 as an isolated structure in a non-equilibrium geometry.

The geometry in ORCA input format:
```
! RIJCOSX wB97M-V def2-TZVPD def2/J DEFGRID3
* xyz 2 2
Ag -4.614 -0.220 0.159
O -2.567 -2.077 2.084
O -1.185 0.034 1.570
O -1.166 -1.913 -0.101
N 2.708 -0.010 -2.122
C 0.775 1.825 -0.076
C 2.091 2.473 -0.881
C 1.551 -0.655 -1.436
C 2.926 1.432 -1.815
C 0.617 0.210 -0.424
B -2.473 -0.603 1.936
B -1.497 -2.608 1.193
B -0.622 -0.613 0.337
H 0.084 2.431 0.647
H -0.876 -3.569 1.543
H 2.399 3.617 -0.749
H -3.385 0.142 2.139
H 1.352 -1.811 -1.656
H 3.882 1.916 -2.347
*
```

Output
molecular weight = 268.41 g/mol
Kohn-Sham gap (alpha / beta) = 0.2915 / 0.2424 Ha

Results of the Mulliken charge analysis, in e, for atoms 1 through 2: 0.8498 -0.4177